No. 1
{
  "formula": "C56H65BrClF2IN3O4S3",
  "method": "wB97M-V/def2-TZVPD",
  "total_charge": 1,
  "elements": ["C", "C", "H", "H", "H", "H", "H", "C", "C", "H", "H", "C", "H", "H", "H", "O", "C", "C", "H", "H", "C", "C", "C", "C", "H", "C", "I", "C", "C", "C", "N", "C", "C", "S", "H", "C", "H", "C", "H", "H", "H", "C", "H", "C", "H", "H", "H", "H", "C", "H", "Cl", "H", "H", "O", "H", "H", "C", "C", "Br", "F", "N", "H", "C", "H", "H", "C", "H", "C", "H", "H", "H", "H", "H", "C", "H", "C", "H", "C", "C", "H", "H", "C", "C", "H", "S", "H", "H", "C", "C", "H", "C", "C", "H", "H", "N", "C", "H", "C", "H", "C", "H", "C", "O", "C", "O", "H", "H", "C", "C", "H", "C", "C", "H", "C", "C", "C", "H", "C", "C", "H", "C", "C", "H", "S", "H", "H", "H", "C", "C", "C", "H", "H", "H", "H", "F", "H"],
  "xyz": [[-1.70621, -4.70872, 9.55304], [-3.80808, 7.66782, -3.77432], [-4.79134, -4.09943, 2.26115], [4.65872, -0.82795, 0.77246], [-2.55952, -5.68202, 7.83450], [4.71213, -1.60729, -0.90380], [3.52179, -2.31143, 0.32205], [-8.27150, 2.48803, -3.90245], [5.96546, 3.52216, 4.49644], [3.00582, 0.69698, 0.10042], [-1.69269, -3.04498, 5.10226], [-2.80447, -2.78142, 4.89002], [6.73637, 2.85015, -1.61429], [3.60942, -5.33822, -3.54947], [1.65801, -4.90091, 7.64755], [-4.12406, -5.26207, 5.20448], [-5.12697, 8.08308, -3.93674], [6.10166, 2.14114, 4.38103], [-1.02955, -2.70013, 0.00113], [-2.19411, 0.65758, 2.31838], [3.99451, -1.31236, -0.05832], [-2.82408, 8.59083, -3.43077], [-5.46036, 9.42423, -3.76508], [5.73012, 1.50154, 3.20171], [-3.40009, -0.70822, 1.09138], [-7.62018, 4.75310, -3.39091], [3.62100, -2.23934, -4.29380], [-1.10355, -2.32186, 1.10800], [-4.47567, 10.34781, -3.42519], [-2.89086, -1.46964, 3.94466], [0.68245, -0.37795, 0.87774], [-0.23363, -3.33557, 1.96093], [1.07895, 0.21038, -3.84975], [0.93402, 0.01152, -5.52394], [4.99595, 1.26206, -2.37899], [5.08719, 3.62331, 2.25243], [2.08397, -1.72590, 1.82722], [-5.54310, 1.01917, 0.44276], [-0.44531, 0.91004, 2.72396], [-2.29035, 0.32566, -3.68610], [1.44871, -1.97523, -0.20815], [-3.15839, 9.93097, -3.25371], [-0.56810, -1.56192, 3.98784], [-1.65555, -5.28455, 8.28641], [-9.63211, 4.15395, -3.86218], [4.34934, 1.18422, -4.77100], [4.69271, 4.20094, 1.42227], [0.20141, -2.30580, -3.55663], [3.46125, -6.88109, -5.04159], [7.81158, 4.38370, -3.23626], [-4.37040, -1.09240, -1.02474], [7.29809, -7.22556, -4.66780], [-3.87267, 1.92678, -0.70734], [-2.70727, -5.07894, 3.23551], [-5.53660, 5.05599, -2.94906], [0.88450, -4.50636, 3.83609], [0.39771, -0.75699, -1.76618], [2.20519, -2.67351, -2.69902], [-1.05747, 1.78111, -0.09260], [3.32255, 0.10089, -1.85506], [0.65575, 0.44736, -2.64274], [-9.03947, 1.76712, -4.16370], [0.71438, -4.84669, 8.18177], [7.15548, 4.31896, -5.62446], [6.06423, -5.56668, -3.30171], [-5.96884, 2.99624, -3.39645], [-5.77022, 0.10952, 1.10669], [5.52859, -6.19583, -4.00636], [1.56908, -3.88449, 9.90562], [1.19312, -0.74752, 3.05855], [-3.54682, 6.62313, -3.91496], [5.36158, 5.34061, 3.51823], [2.38490, -6.78500, -5.14593], [5.53509, -7.93669, -5.67524], [-3.44601, -1.72708, 2.97485], [-6.95269, 2.07288, -3.73998], [6.25261, 4.02067, 5.41649], [5.10738, 1.88608, -4.43386], [5.46230, 4.26314, 3.43049], [-2.39214, 10.65026, -2.98344], [-1.34070, -0.03888, 4.64852], [6.44763, 2.82274, -2.66075], [-3.92104, 1.28074, 0.24857], [6.49748, 1.56372, 5.21053], [-3.63913, -4.26919, 4.14273], [-0.40764, -5.79398, 6.60851], [-4.94055, 2.67149, -3.26646], [4.14900, -6.06888, -4.14337], [0.68172, -2.19259, -2.52213], [2.47621, 0.12923, 2.11891], [-8.60485, 3.82928, -3.73080], [-6.30304, 4.33643, -3.21942], [-0.58657, -3.74844, 11.11958], [-6.12024, 1.05730, -0.54936], [-1.12116, -0.57969, -1.53378], [1.62037, -0.66283, 2.00404], [3.61774, -8.45104, -6.50392], [-1.21580, 0.07908, 2.43242], [-3.62324, 1.81578, 1.21481], [0.66398, -4.27431, 9.44997], [-6.48769, 9.74899, -3.89647], [5.47143, 1.92728, -3.08994], [2.68814, -3.51128, -1.83490], [-3.21082, -0.19782, 0.05409], [-4.99032, -3.86349, 3.20679], [-4.73545, 11.39367, -3.29299], [6.07595, -8.66103, -6.27572], [-0.54653, -4.20066, 10.13380], [-0.44610, -5.34990, 7.59841], [-2.22354, -2.50626, 1.38872], [6.68552, 3.64632, -4.91437], [-0.73020, -0.76402, 1.10188], [-3.55115, -0.67528, 4.49210], [6.22217, -7.12825, -4.77301], [5.71615, 2.74484, -5.34551], [7.05306, 3.68355, -3.57195], [4.92175, 1.73983, 1.22243], [1.30742, -0.82819, -0.43001], [2.81258, -0.25797, -0.54789], [-1.79638, 8.26618, -3.30092], [-1.42552, -0.81038, 3.76885], [4.15429, -7.81611, -5.80556], [-7.88006, 5.79903, -3.25872], [-1.80858, 0.81822, -2.45454], [5.43384, 2.71186, -6.39352], [0.22685, -3.05806, -1.87259], [-5.90939, 1.95077, 1.05024], [0.42260, -4.03917, 2.87710], [-1.62136, -0.19852, -0.18606], [5.21835, 2.24138, 2.13889], [-3.37399, -2.51881, 5.87274], [-5.89517, 7.36201, -4.19813], [5.83886, 0.42480, 3.11099], [-2.64901, -4.65568, 10.08825], [-1.72677, -1.61548, -2.18354], [-6.69140, 1.02822, -3.88051]]
}

---

No. 2
{
  "formula": "C45H53N6O16PSi2",
  "method": "wB97M-V/def2-TZVPD",
  "elements": ["H", "O", "C", "H", "C", "C", "C", "H", "O", "H", "H", "C", "H", "N", "H", "H", "H", "O", "C", "C", "C", "O", "H", "C", "C", "H", "H", "C", "C", "H", "O", "H", "C", "C", "C", "C", "C", "C", "C", "O", "H", "C", "H", "H", "H", "H", "C", "N", "C", "H", "O", "H", "H", "H", "H", "C", "H", "H", "Si", "H", "H", "O", "O", "C", "N", "O", "H", "N", "H", "H", "H", "C", "H", "C", "C", "H", "H", "C", "C", "C", "H", "C", "O", "C", "H", "H", "C", "H", "Si", "N", "C", "O", "H", "C", "C", "O", "C", "N", "O", "H", "O", "H", "C", "C", "H", "C", "H", "H", "P", "C", "H", "C", "H", "C", "H", "O", "H", "C", "H", "C", "H", "H", "H"],
  "xyz": [[-2.08139, 0.81620, -2.37670], [0.04724, 3.86060, 8.39333], [3.28967, 8.96694, -4.38999], [-1.19529, -1.41027, -1.97293], [0.29718, -10.10500, -8.53257], [-1.58321, -9.77102, -7.11402], [-1.97814, -5.50101, -4.73129], [2.36475, 6.51673, 4.14281], [-2.06831, -3.63136, -1.10308], [-2.52746, -11.36206, -9.92047], [-1.22055, 3.93338, 2.72253], [-0.52827, -10.73377, -9.45551], [-1.51064, 3.08609, 4.22285], [-1.10439, 9.35455, 3.13314], [3.69184, 9.28149, -6.47167], [1.35389, -9.99637, -8.73319], [2.50891, 9.71339, -4.34536], [3.58953, -3.39715, -2.58129], [-1.19896, 7.74972, 4.99469], [-0.61239, 6.74377, 5.74517], [5.30155, 7.04503, -4.50913], [-3.33418, -9.42822, -5.65637], [2.50341, -0.99026, -3.22551], [0.15573, 1.57491, 8.12021], [-3.11430, -4.85890, -2.74302], [-2.02970, 1.25498, 2.87622], [-3.57646, 2.06540, 2.63024], [-2.14250, -3.52735, 4.63147], [1.36870, 6.86350, 4.38115], [4.21230, -3.01920, -0.41393], [5.85803, 5.70963, -2.22267], [3.70430, 4.05080, -2.05292], [-3.14132, -6.11125, -5.18020], [2.23619, 2.55804, 0.24218], [-2.42505, -10.39049, -8.01880], [-1.59196, -4.07064, 2.33279], [3.61975, 8.25125, -3.25051], [-2.03323, 0.08228, 0.23284], [4.62045, 7.30152, -3.33409], [-0.90852, -1.13487, 4.19814], [-1.06155, -4.38685, -3.13772], [0.56309, 1.41370, 9.43172], [-3.15609, -6.60223, -6.14375], [3.30870, 1.18338, -2.99301], [6.07934, 6.29708, -4.53644], [1.40636, 2.88520, -0.38909], [-1.56519, -3.21119, 3.41526], [-2.14695, -9.26336, -5.85162], [-2.26318, 2.30472, 0.99819], [0.39805, -9.12472, -6.62005], [-2.21717, 9.72380, 3.44528], [-1.14367, -3.78612, 1.39258], [-3.47776, -10.49297, -7.80334], [0.67914, 2.27120, 10.07693], [-0.31954, 0.66142, 6.23761], [-0.22956, -9.61572, -7.34831], [-5.19194, -6.57289, -4.75419], [-2.26265, -5.97875, 1.64313], [1.62383, -0.21913, -1.01436], [5.47968, 7.57836, -6.57178], [-0.11142, -11.11729, -10.37713], [-4.11411, -4.19757, -0.77368], [4.32972, 6.74332, -1.11902], [0.26090, -0.77010, 7.72893], [4.96528, 6.52683, -2.12992], [-2.88655, 1.24001, 0.29249], [2.85183, 3.41155, 0.52269], [-3.10050, -4.17922, -1.43972], [-1.18562, 2.32681, 0.77459], [1.30089, -2.10808, -2.60830], [3.10941, 8.42548, -2.31544], [3.22803, -2.45897, -1.90577], [0.86580, -1.95606, 9.40939], [-2.76966, -4.75479, 4.76402], [3.16206, 3.27203, -2.59010], [-2.10636, -2.82781, 5.45317], [-2.78331, 4.09822, 3.52138], [0.79382, 7.87076, 3.62282], [-1.88611, -10.87381, -9.20004], [-1.98722, 3.38880, 3.28698], [1.11294, 5.50594, 6.02322], [-4.28985, -6.09282, -4.40189], [-0.44286, -1.63264, 2.17322], [-2.81140, -5.63573, 3.69016], [-5.16607, -5.44156, -2.54794], [1.32466, 8.31809, 2.79632], [-1.95795, -4.86521, -3.50206], [-2.67828, -0.79513, 0.36178], [-1.25020, -0.01337, -1.48394], [-0.12224, 2.93564, 7.62540], [2.15070, -1.48388, -2.31309], [0.29652, 0.60535, -1.58505], [-3.30942, -6.59019, 3.79675], [-0.00059, 0.50613, 7.25806], [4.96095, 7.76618, -5.64197], [-0.49836, 3.05492, 6.47815], [-2.49463, 2.17267, 2.50184], [-0.91756, -1.90357, 3.25512], [3.76173, -2.20603, -0.69173], [2.09281, 3.31769, -2.37928], [-0.46757, 9.79713, 2.19953], [4.80068, 1.85408, -2.35719], [0.66649, -0.95744, 9.04369], [3.71417, 1.87900, -2.24998], [-1.08303, -5.52356, -5.33692], [0.66668, 6.29908, 5.43817], [1.79725, 2.09689, 1.13296], [1.28869, -0.91944, 0.24101], [3.24923, 1.23334, -0.55674], [0.81775, 0.13218, 9.89222], [-1.15582, 6.29681, 6.56608], [-2.22402, -5.29459, 2.47939], [-1.31133, 0.12664, 1.05123], [-4.28277, -5.46318, -3.16801], [-3.23140, -5.02137, 5.70460], [-1.39490, -8.69950, -5.08505], [-2.69814, 3.24559, 0.64271], [3.95668, 8.72366, -5.58338], [1.13529, -0.01513, 10.91517], [-0.48242, 8.29350, 3.94441], [0.14547, -1.61549, 7.06452], [3.26919, 3.43970, -3.66765], [-2.19410, 8.10352, 5.21723]]
}

---

No. 3
{
  "formula": "C6H10OS",
  "method": "wB97M-V/def2-TZVPD",
  "relative_energy_kcal_mol": 175.0,
  "elements": ["C", "S", "H", "H", "C", "H", "C", "C", "C", "H", "H", "C", "H", "O", "H", "H", "H", "H"],
  "xyz": [[-2.37300, 0.37928, -0.10314], [-1.26903, -0.84608, -0.27626], [-2.93983, 0.19742, -1.07643], [3.11327, -2.13911, -0.18744], [-0.12634, 0.33541, 1.42386], [1.76265, 2.84059, -0.68414], [1.42572, 1.92416, -0.07626], [0.18470, -0.06550, 0.03589], [2.26632, -1.66842, 0.05862], [0.74746, 1.93303, 1.07647], [0.76605, 0.67274, 2.02459], [1.28021, -0.97986, -0.12927], [-1.99099, 1.28734, -0.38671], [0.59336, 0.90296, -0.99474], [-0.29433, -0.83380, 1.84695], [-0.99349, 0.85795, 1.72188], [-2.93248, 0.59623, 0.86253], [2.37369, 1.35083, -0.07794]]
}

---

No. 4
{
  "formula": "C22H43BrFN2O14P2S2",
  "method": "wB97M-V/def2-TZVPD",
  "total_charge": -1,
  "elements": ["H", "O", "H", "C", "H", "H", "H", "H", "H", "C", "H", "N", "O", "C", "S", "P", "H", "O", "H", "H", "O", "O", "H", "H", "H", "H", "H", "H", "H", "H", "C", "C", "H", "O", "H", "C", "H", "H", "O", "O", "C", "H", "S", "H", "H", "H", "Br", "H", "C", "H", "H", "H", "O", "C", "H", "H", "H", "H", "C", "C", "N", "H", "C", "C", "C", "C", "C", "H", "H", "H", "H", "C", "O", "C", "O", "C", "H", "H", "H", "C", "C", "O", "F", "O", "P", "C", "O"],
  "xyz": [[5.27580, 0.44596, 3.60723], [-0.37570, -5.39613, 2.48610], [-0.21456, 2.99632, -1.05130], [3.11584, -2.69160, -2.88288], [2.37259, -1.09525, 0.98626], [-1.43499, -2.26799, 0.85464], [3.32018, -0.18366, -0.32496], [-0.44256, 1.76880, 3.35634], [0.80048, -0.30672, 2.34346], [-0.31821, 2.56346, 2.47508], [0.80813, 2.85072, 2.48900], [-3.26203, -0.35958, 0.94447], [-2.77082, 4.06878, 3.21240], [2.19752, -0.47403, -0.02076], [-3.83559, 0.93635, 3.26003], [-1.20666, 4.12315, 3.11422], [-1.83810, 5.00496, -1.01267], [-4.63952, -0.41620, 3.40360], [-2.54930, -2.75235, -3.90300], [0.53123, -5.10574, 2.11489], [-1.12088, -1.29201, -1.54235], [-2.24145, 1.96298, 1.14979], [4.12861, -3.30060, -3.02262], [2.08088, -2.12274, -5.14752], [3.12338, 2.49039, 2.55388], [0.06700, 4.08209, 0.44555], [-1.04058, -0.12357, 2.48220], [-3.33107, -3.51796, -6.80066], [0.44486, -2.55712, 0.86219], [0.50227, -2.80557, 3.43979], [-0.07710, -2.56002, -4.38941], [-2.10446, 4.08207, -0.30336], [1.89540, 2.91917, 0.61824], [-0.64798, 4.30265, 4.79609], [-2.61943, 4.54633, 0.63906], [4.77993, 1.32562, 1.50899], [-0.15989, -1.39234, -4.35090], [-3.95328, -1.69878, -6.45713], [1.84407, -1.46762, -1.03761], [2.02308, -3.52438, -3.40733], [2.88705, -2.48187, -1.23889], [-2.90556, 0.45519, -2.24524], [-5.98916, -0.94316, -0.41777], [6.37622, -0.30570, 2.15761], [-4.26371, 1.52345, 0.92612], [4.54133, -0.81928, 2.41345], [5.51084, 3.43498, 0.17291], [2.50353, -3.49526, -0.73858], [-0.87163, 1.97593, 1.01003], [0.71572, -0.02920, -2.89535], [2.75688, 0.64468, 2.47098], [-1.47362, 4.35442, 5.39096], [-1.03164, -2.99415, -5.45447], [3.17408, 1.53539, 1.83839], [3.10036, 1.95451, -0.39904], [-0.40618, -3.06143, -3.37629], [-2.25399, -1.19430, -4.93635], [-4.47370, -3.11222, -5.29050], [1.47642, -3.00643, -4.67072], [2.27120, 1.82768, 0.45478], [1.36970, 0.75169, 0.11250], [5.35509, 2.31759, 1.83444], [-0.04487, 0.65019, 0.45538], [-3.25267, 1.10721, 1.43405], [-0.54448, -2.71720, 2.90018], [5.29922, 0.07043, 2.47487], [-0.41451, -1.97828, 1.40300], [4.98990, 1.09449, 0.37465], [1.52066, -3.89416, -5.46322], [3.92393, -2.24057, -0.75574], [-1.25783, -2.04546, 3.53937], [-0.69718, 3.29664, -0.02919], [-2.68000, 0.84216, 4.26783], [-3.58717, -2.72538, -5.97278], [-0.77295, 5.62044, 2.34632], [-2.31678, -2.36420, -5.00199], [-1.50546, 6.30292, 2.37056], [-2.92299, 3.47101, -0.87561], [3.17628, -1.61281, -3.33331], [-1.24083, -4.18950, 2.60642], [-4.41720, -0.59037, 0.19985], [-2.57119, -4.27344, 2.46465], [-5.01932, 2.16220, 3.65804], [-2.33840, 1.04678, -1.63421], [-0.87536, 0.22243, -1.22110], [-0.19380, -0.40765, 1.68512], [0.24664, 0.76179, -2.50118]]
}

---

No. 5
{
  "formula": "C8H13NO",
  "method": "wB97M-V/def2-TZVPD",
  "relative_energy_kcal_mol": 21.1,
  "smiles": "[H]/N=C(\\O)[C@@H]1C=CCCCC1",
  "elements": ["H", "H", "N", "H", "O", "H", "C", "H", "H", "H", "C", "H", "H", "C", "H", "H", "C", "C", "C", "C", "C", "H", "H"],
  "xyz": [[-2.88803, 2.59116, 0.04301], [-3.56556, 0.63763, -2.03474], [1.56175, 0.07318, -1.76833], [-2.79925, -1.76228, -1.75612], [1.38601, -0.10976, 0.44415], [2.51493, 0.06761, -1.22211], [-1.32330, 1.27700, -0.35652], [-0.60897, 1.96081, 0.11122], [-0.72994, -2.14460, -0.46015], [-4.67345, 1.32677, -0.85174], [-3.87634, -0.60023, -0.29434], [-3.06425, -2.58861, -0.22502], [0.71901, -0.01580, 1.13465], [0.71625, -0.06355, -0.84396], [-3.91328, -0.47759, 0.80038], [-4.84873, -1.01997, -0.59361], [-1.36991, -1.28161, -0.22170], [-0.78206, -0.02779, -0.91058], [-3.72698, 0.77872, -0.95072], [-2.61402, 1.62324, -0.38580], [-2.79461, -1.61540, -0.66285], [-1.34116, -1.15451, 0.87272], [-1.02160, -0.08839, -1.98402]]
}

---

For each record above, in turn, the calculated orbital gap values are 6.2; 7.1; 9.2; 3.6; 10.4 eV.
For each record above, in turn, the calculated total energy values are -7363.398632; -4198.811709; -707.771392; -6179.464014; -442.595610 Ha.
For each record above, in turn, the calculated LUMO values are -4.5; -0.8; 0.8; -0.1; 0.8 eV.